#w
The following is a quantum chemistry calculation of a structure of composition C18H23HfN2O6S4Se3Te, from OMol25.

## Properties
- molar mass (g/mol) = 1034.628

```
! wB97M-V def2-TZVPD RIJCOSX def2/J DEFGRID3
* xyz -1 1
Hf 0.05355 0.18472 0.28961
C 1.74880 -2.56085 -2.44444
C 2.62140 -1.43786 -1.90970
N 1.92515 -0.15888 -1.70726
C 1.64741 0.50380 -2.97538
C 0.28461 0.15486 -3.58408
S -0.95950 -0.40746 -2.40344
C -1.27996 -2.12858 -2.91856
C -0.58848 -3.26100 -2.13955
N 0.65021 -2.84561 -1.55134
H 1.35147 -2.30375 -3.43089
H 2.39812 -3.43395 -2.60555
H 3.06239 -1.73852 -0.96435
H 3.45717 -1.28560 -2.60575
H 2.60524 0.41995 -1.20852
H 1.69364 1.57261 -2.81249
H 2.41839 0.26881 -3.71922
H -0.12413 1.03611 -4.07861
H 0.34912 -0.62872 -4.33867
H -2.35985 -2.26515 -2.88150
H -0.99895 -2.14043 -3.97283
H -1.23928 -3.56430 -1.32419
H -0.50709 -4.11481 -2.83735
H 0.93778 -3.42817 -0.77518
O -0.41476 1.20946 2.23942
S -1.38697 2.22868 1.71159
O -2.43075 2.61709 2.59406
O -1.76074 1.62864 0.43113
C -0.39191 3.67788 1.39937
C -0.12005 4.39055 2.56021
C 0.64905 5.54617 2.53290
C 1.14084 5.99783 1.32229
C 0.87575 5.27840 0.16413
C 0.11536 4.11917 0.18560
S 0.01679 3.23839 -1.38291
O 0.95676 3.86055 -2.27183
O -1.34839 3.17215 -1.80544
O 0.57395 1.91041 -0.95170
H -0.52483 4.03999 3.50063
H 0.85520 6.07674 3.45249
H 1.74417 6.89419 1.26864
H 1.28709 5.59932 -0.78287
Se 2.56339 0.66036 1.50478
Se 4.50965 0.43664 0.29708
Te 2.95523 -3.56104 1.20459
Se 1.49586 -1.59799 1.51486
S -1.89160 -1.61136 0.38676
C -2.21458 -2.25169 2.00446
C -1.72896 -1.72282 3.19673
C -2.05584 -2.30582 4.41103
C -2.87649 -3.42156 4.46833
C -3.37237 -3.95165 3.28443
C -3.04512 -3.37528 2.07160
H -1.08987 -0.85183 3.18985
H -1.65755 -1.87633 5.32239
H -3.12555 -3.87191 5.42100
H -4.01586 -4.82348 3.30116
H -3.43409 -3.79706 1.15249
*
```

***

#x
The following is a quantum chemistry calculation of a structure of composition C18H23HfN2O6S4Se3Te, from OMol25.

## Properties
- molar mass (g/mol) = 1034.628

```
! wB97M-V def2-TZVPD RIJCOSX def2/J DEFGRID3
* xyz -1 1
Hf -0.70740 -1.50560 0.18340
C 3.31968 0.97190 0.49739
C 3.75372 -0.23367 1.34025
N 2.75540 -1.27623 1.48934
C 2.52323 -1.73430 2.83444
C 1.58965 -0.81778 3.63225
S 0.11172 -0.17767 2.78208
C 0.46996 1.60110 2.75703
C 1.78551 2.02165 2.10813
N 1.98319 1.42366 0.81380
H 4.08414 1.75607 0.64920
H 3.33395 0.70681 -0.56039
H 4.67651 -0.62502 0.89458
H 4.03534 0.11802 2.33936
H 2.93229 -2.05067 0.86691
H 2.09306 -2.73037 2.79735
H 3.45119 -1.82046 3.42414
H 1.23093 -1.36902 4.50303
H 2.12577 0.06264 3.98857
H -0.37749 2.02952 2.22019
H 0.43338 1.97064 3.78450
H 1.80384 3.12231 2.08066
H 2.61374 1.73149 2.75807
H 1.59270 1.97948 0.07259
O -1.61086 1.93172 -1.96616
S -1.82324 0.79229 -1.13600
O -1.62537 -0.56482 -1.69954
O -0.98436 0.75805 0.09316
C -3.58247 0.77263 -0.78233
C -4.28435 1.88523 -1.20724
C -5.67618 1.88719 -1.21670
C -6.36734 0.75748 -0.83035
C -5.67018 -0.36073 -0.38280
C -4.28874 -0.36687 -0.35388
S -3.54213 -1.70688 0.57337
O -2.66370 -2.55797 -0.27765
O -4.60646 -2.38057 1.23349
O -2.57456 -0.94300 1.40289
H -3.73017 2.74261 -1.55939
H -6.20610 2.77142 -1.54408
H -7.44865 0.73961 -0.85162
H -6.19645 -1.23067 -0.01758
Se 0.51714 -3.96781 0.14126
Se 0.19267 -6.19923 -0.11494
Te 0.28080 -4.57860 4.20658
Se -0.53058 -3.26559 2.22919
S 1.37208 -1.45499 -1.42267
C 1.50901 -0.21539 -2.68578
C 1.26473 1.13772 -2.49990
C 1.47956 2.04978 -3.52218
C 1.95761 1.62659 -4.75049
C 2.20637 0.27389 -4.94789
C 1.98179 -0.63486 -3.93067
H 0.88868 1.47722 -1.55075
H 1.26876 3.09804 -3.34882
H 2.13500 2.33865 -5.54641
H 2.57456 -0.07710 -5.90413
H 2.16912 -1.68953 -4.08688
*
```

***

The most stable structure shown above is #w; the least stable is #x.